P.
C3H2N2O2 | the ωB97M-V functional and the def2-TZVPD basis

Calculated values
Net charge: 0
E_HOMO (eV): -11.80
Frontier orbital gap (eV): 11.61
SMILES string: [H]/N=C(/C#N)OC=O

The geometry in XYZ format:
```
9
C3H2N2O2 | the Open Molecules 2025 dataset | the ωB97M-V functional and the def2-TZVPD basis
H -1.251 -1.850 -0.421
N -1.624 -0.905 -0.311
C -0.759 -0.137 0.165
C -1.074 1.240 0.494
N -1.314 2.331 0.784
O 0.514 -0.513 0.549
C 1.564 -0.139 -0.236
O 1.454 0.408 -1.291
H 2.490 -0.435 0.268
```

---

Q.
C3H2N2O2 | the ωB97M-V functional and the def2-TZVPD basis

Calculated values
Net charge: 0
E_HOMO (eV): -11.10
Frontier orbital gap (eV): 10.02
SMILES string: N#CC(=O)/C=N/O

The geometry in XYZ format:
```
9
C3H2N2O2 | the Open Molecules 2025 dataset | the ωB97M-V functional and the def2-TZVPD basis
N 0.201 -2.563 -0.340
C -0.502 -1.530 -0.272
C -1.073 0.019 -0.534
O -2.039 0.345 -1.113
C -0.168 0.956 0.276
N 1.065 0.562 0.482
O 1.976 1.466 1.112
H -0.606 1.938 0.831
H 2.707 0.913 1.356
```

---

Which one is the least stable? From the structures above, Q.